[1]
Entry from the OMol25 dataset: an isolated ion of composition C5H6N and charge +1 in a non-equilibrium geometry (ωB97M-V/def2-TZVPD).

Summary:
Frontier orbital gap   8.87 eV
SMILES   C=C=[N+]=CC=C
Relative energy (zero: lowest compared OMol25 entry of this formula, charge and spin)   481.2 kJ/mol
E_LUMO   -6.4 eV
Total energy   -248.432398 a.u.

```
! wB97M-V def2-TZVPD RIJCOSX def2/J DEFGRID3
* xyz 1 1
C 0.24212 1.10568 -1.98564
C -0.22430 0.18072 -1.28462
N -0.56829 -0.95329 -1.06472
C -0.41935 -1.65141 0.02373
C -0.00131 -0.72750 1.03519
C 0.24422 0.61732 0.84491
H 0.68225 1.05470 -2.96245
H 0.36401 2.05488 -1.40426
H -0.92906 -2.61067 0.20402
H 0.59350 -1.28642 1.75493
H -0.35564 1.40008 0.51510
H 0.91436 1.14775 1.43904
*
```



[2]
Entry from the OMol25 dataset: C59H59Cl2N9O3SnTe as an isolated structure (ωB97M-V/def2-TZVPD).

Summary:
Frontier orbital gap (spin up / spin down)   5.77 / 6.14 eV
Expectation value of S²   0.77
Relative energy (zero: lowest compared OMol25 entry of this formula, charge and spin)   0.0 kJ/mol
E_LUMO (spin up / spin down)   2.2 / 1.9 eV
Total energy   -4404.978124 a.u.

```
! wB97M-V def2-TZVPD RIJCOSX def2/J DEFGRID3
* xyz -1 2
Sn -0.42157 -1.44154 -0.74979
C 2.50480 -6.02449 0.92740
C 1.47776 -6.58254 0.17847
C 0.36741 -5.83520 -0.18576
C 0.22514 -4.49388 0.21804
C 1.28838 -3.93871 0.95896
C 2.40069 -4.68648 1.29711
N -0.82884 -3.67637 -0.13395
C -2.06070 -4.16877 -0.49470
C -2.63048 -5.36342 -0.02617
C -3.88865 -5.77180 -0.43272
C -4.63628 -4.99963 -1.32043
C -4.10953 -3.81263 -1.79337
C -2.84424 -3.38492 -1.38478
N -2.23276 -2.23811 -1.85737
N -2.78875 -1.64649 -2.89689
C -2.00186 -0.68705 -3.42576
C -2.42499 -0.00608 -4.59490
C -1.57689 0.87467 -5.20286
C -0.29750 1.10455 -4.65875
C 0.02850 0.44234 -3.50056
N -0.79188 -0.41668 -2.88740
H 3.36477 -6.61478 1.21738
H 1.54584 -7.61592 -0.14476
H -0.40077 -6.28262 -0.80342
H 1.23085 -2.89521 1.24985
H 3.19744 -4.22045 1.86628
H -2.06837 -5.96730 0.67431
H -4.29782 -6.69720 -0.04389
H -5.62119 -5.32383 -1.63315
H -4.65402 -3.19009 -2.48951
H -3.40985 -0.22756 -4.98268
H -1.88184 1.38813 -6.10691
H 0.40767 1.77731 -5.12616
H 0.98877 0.57871 -3.02028
Cl -1.34307 -4.17840 4.06898
C -2.94587 -4.07947 3.40926
C -3.75655 -5.19892 3.45560
C -5.04033 -5.13077 2.94159
C -5.48347 -3.96260 2.34405
C -4.65251 -2.85732 2.28728
Cl -5.20043 -1.44691 1.45194
C -3.37697 -2.86669 2.86033
N -2.56987 -1.73475 2.89742
C -2.93058 -0.55964 3.55766
C -4.03994 -0.54657 4.40833
C -4.41387 0.60219 5.08065
C -3.66549 1.76278 4.94492
C -2.54142 1.73643 4.13582
C -2.15448 0.59743 3.43650
C -0.93470 0.69161 2.55281
C -1.30650 1.25620 1.18474
O -0.99010 2.49679 0.99328
O -1.87459 0.53863 0.37105
H -3.37813 -6.10926 3.89965
H -5.68531 -5.99839 2.97854
H -6.46417 -3.90283 1.89358
H -1.60496 -1.86218 2.64210
H -4.61143 -1.45662 4.54224
H -5.28713 0.58312 5.72101
H -3.94540 2.66986 5.46449
H -1.93587 2.62921 4.02453
H -0.44369 -0.27027 2.38607
H -0.21352 1.36034 3.02013
C 4.49708 -2.22540 -0.94704
N 3.93406 -2.90891 -2.09221
C 4.87328 -3.16848 -3.16435
C 2.58535 -2.78486 -2.34855
N 1.81630 -1.92442 -1.77927
N 2.09065 -3.64810 -3.31645
C 2.41721 -5.06493 -3.17371
C 0.69922 -3.44054 -3.69167
H 5.40404 -2.75090 -0.64077
H 3.79833 -2.22479 -0.11480
H 4.75720 -1.18342 -1.17195
H 5.55737 -3.97993 -2.89824
H 5.47271 -2.27241 -3.36486
H 4.34148 -3.43662 -4.07229
H 2.30152 -1.28457 -1.14425
H 3.43328 -5.19507 -2.81375
H 2.32206 -5.55343 -4.14575
H 1.74224 -5.55102 -2.46483
H 0.52101 -2.38877 -3.89831
H 0.00546 -3.75758 -2.90206
H 0.49783 -4.02431 -4.59058
C -2.50345 8.84689 -0.24478
C -1.83491 7.49834 -0.23206
C -1.34620 6.94172 0.93589
C -0.70018 5.70547 0.96198
C -0.23070 5.21742 2.30123
C -0.52090 4.99568 -0.22999
Te 0.41923 3.04366 -0.70726
N 1.46913 1.50797 -0.12382
C 2.23807 0.91579 0.78273
O 2.68694 -0.22898 0.55834
C 2.68368 1.54352 2.08500
C 2.00005 2.57933 2.69442
C 2.42016 3.08610 3.91754
C 3.55111 2.56795 4.52985
C 4.25128 1.53525 3.91858
C 3.81250 1.01812 2.71053
C 2.27688 4.13873 -1.05858
C 2.53368 5.27834 -0.30386
C 3.78020 5.89312 -0.31745
C 4.79214 5.36184 -1.09604
C 4.53928 4.23643 -1.86891
C 3.29682 3.61211 -1.86632
C 3.07692 2.41076 -2.74589
C -1.03022 5.54005 -1.42532
C -0.94089 4.85840 -2.77694
C -1.67627 6.77177 -1.40073
H -2.63625 9.22958 0.76683
H -3.48353 8.79593 -0.72211
H -1.90497 9.56980 -0.80329
H -1.46528 7.48172 1.86978
H -0.61766 5.85908 3.09332
H 0.85857 5.23801 2.36223
H -0.56689 4.19755 2.47189
H 1.11157 2.95735 2.21403
H 1.85945 3.87731 4.39946
H 3.88139 2.96143 5.48348
H 5.13392 1.12475 4.39397
H 4.32567 0.19671 2.23005
H 1.74762 5.71210 0.30137
H 3.95145 6.77938 0.28100
H 5.77587 5.81477 -1.10488
H 5.32917 3.82252 -2.48612
H 3.98745 2.15156 -3.28715
H 2.29426 2.61093 -3.48297
H 2.77239 1.55328 -2.14658
H -1.51725 3.93161 -2.80225
H 0.08499 4.61427 -3.06296
H -1.33860 5.52060 -3.54509
H -2.06427 7.17346 -2.33179
*
```



[3]
Entry from the OMol25 dataset: a 2-piece molecular cluster, C27H51N2O5S overall (ωB97M-V/def2-TZVPD).

Summary:
Frontier orbital gap   8.46 eV
Relative energy (zero: lowest compared OMol25 entry of this formula, charge and spin)   0.0 kJ/mol
E_LUMO   -3.0 eV
Total energy   -1943.028229 a.u.

```
! wB97M-V def2-TZVPD RIJCOSX def2/J DEFGRID3
* xyz 1 1
C 5.48778 -1.50850 2.49972
C 4.83203 -0.54120 1.48473
C 3.86457 0.41505 2.17430
C 3.17600 1.38315 1.19881
C 1.67172 1.20354 1.10586
C 1.00444 2.28511 0.22412
C 0.20936 1.76918 -0.97359
C 1.08546 1.38581 -2.17579
C 1.70405 -0.00110 -1.98124
C 2.16532 -0.68359 -3.25571
C 3.15476 -1.81343 -2.96386
C 2.71669 -2.78818 -1.86608
C 1.24754 -3.22449 -1.89602
C 0.79243 -3.67439 -0.52146
C -0.61034 -4.30876 -0.55578
N -1.61030 -3.27117 -0.16365
C -1.47071 -2.95184 1.30432
N -2.01365 -4.11988 1.99187
C -2.32310 -1.72394 1.66846
O -1.85425 -0.47283 1.25207
C -1.46281 0.40880 2.25889
C -0.88738 0.00384 3.46100
C -0.47972 0.93523 4.41468
C -0.64916 2.29990 4.17309
C -1.26123 2.69785 2.98269
C -1.67369 1.77011 2.02642
C 0.04495 -2.83264 1.53633
O 0.71283 -2.53482 0.33156
H 6.56986 -1.46658 2.47170
H 5.18517 -1.23303 3.50688
H 5.14237 -2.52290 2.32927
H 4.30968 -1.10381 0.71475
H 5.62290 0.04265 1.02207
H 4.44909 0.99634 2.88461
H 3.14342 -0.16970 2.74458
H 3.64009 1.29694 0.21694
H 3.35650 2.40666 1.52314
H 1.42483 0.21218 0.72778
H 1.23870 1.26774 2.10298
H 1.77325 2.94807 -0.16946
H 0.37631 2.90954 0.84910
H -0.45042 0.93369 -0.72978
H -0.42969 2.58883 -1.30672
H 1.88654 2.12009 -2.24481
H 0.50609 1.43065 -3.09441
H 2.57461 0.10934 -1.33493
H 0.99090 -0.60772 -1.43018
H 2.64911 0.04069 -3.90696
H 1.32429 -1.07943 -3.82880
H 3.42370 -2.33106 -3.88097
H 4.07624 -1.34165 -2.62216
H 3.30362 -3.69674 -1.99311
H 2.98943 -2.39882 -0.88948
H 0.57342 -2.45349 -2.26324
H 1.15592 -4.08910 -2.55328
H 1.49792 -4.41093 -0.13633
H -0.66383 -5.11900 0.15865
H -0.82682 -4.70134 -1.54243
H -2.53970 -3.62900 -0.38028
H -1.44390 -2.43057 -0.72446
H -3.00121 -4.20418 1.76047
H -1.99107 -3.96482 2.99353
H -3.28988 -1.87618 1.17087
H -2.53416 -1.75938 2.73199
H -0.74829 -1.04344 3.68066
H -0.02597 0.61379 5.33822
H -0.32840 3.04381 4.88093
H -1.42441 3.74712 2.78748
H -2.15328 2.12810 1.13049
H 0.39582 -3.78406 1.94209
H 0.30475 -2.06122 2.24890
O -3.88408 3.65495 -0.51049
S -3.92142 3.04011 -1.80325
O -2.85804 3.24363 -2.73599
O -5.30542 3.36464 -2.49385
C -5.69242 4.75625 -2.62620
C -4.92486 5.47939 -3.71324
C -4.16741 1.30706 -1.60743
H -5.58803 5.25132 -1.66008
H -6.75224 4.72573 -2.86728
H -3.86827 5.56842 -3.46589
H -5.33002 6.48226 -3.84435
H -4.99819 4.94042 -4.65748
H -4.99039 1.14257 -0.91696
H -3.23920 0.90504 -1.20264
H -4.37669 0.87320 -2.58185
*
```



[4]
Entry from the OMol25 dataset: C3H4GaO as an isolated structure in a non-equilibrium geometry (ωB97M-V/def2-TZVPD).

Summary:
Frontier orbital gap (spin up / spin down)   6.87 / 8.92 eV
Relative energy (zero: lowest compared OMol25 entry of this formula, charge and spin)   0.0 kJ/mol
E_LUMO (spin up / spin down)   -8.5 / -6.5 eV
Total energy   -2116.250944 a.u.

```
! wB97M-V def2-TZVPD RIJCOSX def2/J DEFGRID3
* xyz 1 1
C 0.15000 0.68718 -0.27045
C -0.02459 -0.74360 0.32502
C 0.23494 0.57051 1.15388
H 1.04762 0.80360 -0.89966
H 0.76547 -1.48623 0.15896
H -1.01014 -1.19339 0.55530
H 1.26664 0.61245 1.53469
O -1.03006 1.20965 -1.08154
Ga -1.39989 -0.46017 -1.47620
*
```



[5]
Entry from the OMol25 dataset: C30H56BrI2O38PS11Si2 as an isolated structure in a non-equilibrium geometry (ωB97M-V/def2-TZVPD).

Summary:
Frontier orbital gap   7.30 eV
E_LUMO   -0.5 eV
Total energy   -12505.147711 a.u.

```
! wB97M-V def2-TZVPD RIJCOSX def2/J DEFGRID3
* xyz 0 1
C 1.75529 2.92467 -3.17790
C 2.90778 2.53509 -2.08221
I 2.01934 3.05974 -0.09969
C 3.24674 0.92793 -1.97072
I 3.98070 0.61234 0.07997
Si 4.48777 0.29746 -3.34868
S 4.83285 2.08620 -4.60509
O 6.05507 -0.13172 -2.78538
Si 6.35723 -1.71689 -2.25538
C 4.99198 -3.00723 -2.08670
C 4.16838 -3.02358 -0.63294
C 3.48645 -4.54725 -0.51045
S 3.81820 -5.22224 1.24645
P 7.33574 -1.54037 -0.24469
O 8.48586 -2.84284 -0.06342
Br 8.42369 0.49805 -0.11614
C 3.60543 -0.91949 -4.54929
C 4.35544 -2.03274 -5.49607
C 3.51307 -3.07043 -6.46130
C 1.86028 -3.01229 -6.48396
C 1.05971 -1.88064 -5.57831
C 1.93559 -0.85286 -4.61990
H 2.12049 3.01717 -4.28491
H 0.84560 2.18909 -3.03745
H 1.34979 4.00145 -2.87518
H 3.88173 3.22346 -2.13488
H 2.19869 0.36403 -2.03512
H 6.23785 2.12376 -4.87008
H 7.42418 -2.30182 -3.11005
H 5.52409 -4.07824 -2.11547
H 4.16437 -3.06234 -2.90843
H 4.87361 -2.93666 0.29692
H 3.25761 -2.28538 -0.61359
H 2.32798 -4.53857 -0.77166
H 3.97576 -5.32713 -1.23175
H 5.13379 -4.74214 1.51907
H 9.08628 -2.58872 0.71157
H 5.53522 -2.11152 -5.50158
H 4.07571 -3.86806 -7.14018
H 1.28363 -3.77772 -7.15642
H -0.11814 -1.79095 -5.55247
H 1.31340 -0.06354 -3.98224
C -2.95637 -0.76389 -8.65013
C -4.25866 -1.17713 -7.96970
O -4.00323 -2.47182 -7.42997
S -2.43243 -2.56653 -7.00094
O -2.33518 -2.30043 -5.58289
O -1.85852 -3.73682 -7.62338
O -1.91429 -1.24509 -7.80295
H -2.85155 -1.24693 -9.62698
H -2.87961 0.31998 -8.77099
H -5.10042 -1.20865 -8.66556
H -4.49906 -0.50611 -7.13828
C 1.75205 3.79373 4.56139
C 0.92799 4.55157 3.52393
O -0.29376 4.87685 4.18293
S 0.00592 5.11153 5.76898
O 0.14249 6.53299 5.99687
O -0.89047 4.27455 6.53210
O 1.49368 4.44575 5.80369
H 1.41899 2.75432 4.64653
H 2.82139 3.81489 4.33481
H 0.73629 3.95589 2.62827
H 1.41808 5.48869 3.23942
C 1.45769 5.12048 -7.27482
C 1.27011 4.83385 -8.76223
O 1.22212 3.41263 -8.86526
S 0.54656 2.80570 -7.51039
O -0.85330 2.55862 -7.77586
O 1.43353 1.80348 -6.96702
O 0.66105 4.15081 -6.59635
H 2.50028 4.97556 -6.97393
H 1.13934 6.13121 -7.00583
H 2.08353 5.23729 -9.36998
H 0.31530 5.23098 -9.12274
C -4.06066 4.11825 7.88427
C -4.64549 2.97281 7.06228
O -5.78233 2.52758 7.79858
S -6.43973 3.80007 8.57898
O -7.54102 4.29684 7.78431
O -6.56779 3.46195 9.97743
O -5.18439 4.82574 8.40570
H -3.47543 3.73901 8.72820
H -3.43784 4.78366 7.28045
H -3.93375 2.15604 6.92062
H -4.99290 3.32596 6.08558
C -1.01619 -7.90387 2.85744
C 0.31373 -8.48624 3.32850
O 1.30421 -7.85823 2.51775
S 0.80689 -6.34972 2.14694
O 1.43009 -5.42907 3.07169
O 0.86894 -6.18770 0.71296
O -0.75402 -6.52886 2.58210
H -1.34814 -8.37986 1.92912
H -1.79950 -7.99858 3.61423
H 0.35577 -9.57229 3.21674
H 0.51298 -8.22004 4.37194
C 0.61282 -0.78789 7.07444
C -0.43958 -0.07702 6.22777
O 0.27780 0.47328 5.12535
S 1.53312 -0.50515 4.76859
O 1.13749 -1.36681 3.67674
O 2.73960 0.28880 4.74736
O 1.51360 -1.38326 6.14207
H 1.17618 -0.07406 7.68405
H 0.17444 -1.55181 7.72214
H -0.95810 0.70926 6.78156
H -1.17309 -0.78765 5.83243
C -9.30161 6.86621 4.98986
C -7.97169 6.28384 5.46092
O -6.98121 6.91185 4.65017
S -7.47853 8.42036 4.27936
O -6.85533 9.34100 5.20411
O -7.41648 8.58238 2.84538
O -9.03944 8.24121 4.71451
H -9.63356 6.39022 4.06153
H -10.08492 6.77150 5.74665
H -7.92965 5.19779 5.34916
H -7.77244 6.55004 6.50436
C 0.02335 -2.82613 -11.78939
C 0.04965 -4.31520 -12.12360
O -1.26575 -4.78510 -11.83780
S -2.33214 -3.58647 -12.13197
O -2.88556 -3.78893 -13.45253
O -3.14982 -3.40341 -10.95542
O -1.25774 -2.36296 -12.21302
H 0.10465 -2.66299 -10.70989
H 0.81659 -2.27421 -12.30071
H 0.79059 -4.86121 -11.53483
H 0.24164 -4.47648 -13.18965
C -1.55681 -2.34706 11.88908
C -0.22690 -2.92942 12.36014
O 0.76359 -2.30141 11.54939
S 0.26627 -0.79290 11.17858
O 0.88947 0.12774 12.10333
O 0.32832 -0.63088 9.74460
O -1.29464 -0.97205 11.61374
H -1.88877 -2.82304 10.96076
H -2.34012 -2.44176 12.64587
H -0.18485 -4.01548 12.24838
H -0.02764 -2.66322 13.40358
*
```



[6]
Entry from the OMol25 dataset: C3H4N2OS2 in the gas phase in a non-equilibrium geometry (ωB97M-V/def2-TZVPD).

Summary:
Frontier orbital gap   8.12 eV
SMILES   S=CN/N=C/OC=S
Relative energy (zero: lowest compared OMol25 entry of this formula, charge and spin)   266.5 kJ/mol
E_LUMO   -0.7 eV
Total energy   -1097.753031 a.u.

```
! wB97M-V def2-TZVPD RIJCOSX def2/J DEFGRID3
* xyz 0 1
S -2.16392 0.24633 -3.45592
C -1.61455 0.22095 -1.91796
N -0.30772 0.31908 -1.64230
N 0.30210 0.31089 -0.44566
C 0.03154 -0.68560 0.29919
O 0.54445 -0.84581 1.56306
C 1.19267 0.18427 2.20150
S 2.13255 -0.02003 3.48452
H -2.26428 0.22791 -0.97784
H 0.37363 0.59116 -2.42383
H -0.56157 -1.52839 -0.06860
H 0.97984 1.12765 1.62756
*
```